Molecular formula: C30H84F3O28
Method: DFT, wB97M-V/def2-TZVPD

Summary:
<S²>: 0.755
Spin multiplicity: 2
Charge: 0
LUMO energy (alpha / beta): 0.28 / -5.43 eV

```
145
Properties=species:S:1:pos:R:3:lowdin_spin:R:1
F 2.881 8.061 -24.471 0.007
F 1.749 8.700 -22.751 0.001
F 3.329 9.978 -23.394 0.003
O -0.472 15.462 -26.391 0.000
O 0.517 7.286 -27.481 0.011
O 2.910 13.960 -24.041 0.000
O 4.812 5.670 -29.716 0.000
O 7.941 11.137 -30.813 0.000
O 2.152 13.628 -32.765 0.000
O -0.903 9.999 -27.967 0.006
O 0.435 6.371 -18.049 0.000
O 5.441 10.574 -31.911 0.000
O 6.860 9.247 -28.625 0.000
O 3.745 11.396 -19.160 0.000
O 0.811 11.551 -19.733 0.000
O -0.252 7.264 -20.754 0.000
O 0.099 9.379 -25.262 0.780
O 6.790 14.292 -27.016 0.000
O 1.424 13.182 -26.219 0.000
O -2.648 10.027 -25.082 0.015
O 0.407 13.959 -21.463 0.001
O 4.321 6.440 -22.891 0.000
O 1.925 10.537 -26.003 0.014
O 4.752 16.063 -28.325 0.000
O 6.451 7.721 -30.992 0.000
O 5.489 5.509 -26.663 0.000
O -3.184 5.200 -25.021 0.000
O 1.035 11.074 -32.199 0.000
O -1.213 8.766 -22.748 0.001
O 4.833 6.874 -19.917 0.000
O -0.470 4.603 -24.883 0.002
C 4.767 14.685 -28.493 0.000
C 4.588 6.397 -27.363 0.000
C 5.263 8.148 -31.609 0.000
C 1.333 9.954 -24.838 0.069
C 3.370 6.129 -21.836 0.000
C 2.402 12.896 -31.572 0.000
C -1.231 8.697 -28.481 0.002
C -0.981 5.820 -24.458 0.002
C 6.960 10.675 -28.660 0.000
C 3.559 7.142 -20.615 0.000
C 5.435 14.008 -27.230 0.000
C 1.979 14.659 -23.247 0.000
C 0.246 14.917 -27.446 0.000
C -0.890 6.615 -18.477 0.000
C -2.544 9.105 -22.724 0.000
C 3.320 10.663 -27.947 0.000
C 0.444 13.391 -27.228 0.000
C 2.327 9.142 -23.903 0.027
C -0.833 7.702 -19.532 0.000
C 3.068 10.890 -20.315 0.000
C 2.871 9.793 -26.744 0.005
C 3.937 5.814 -28.662 0.000
C 0.082 7.863 -28.654 0.002
C 8.205 11.217 -29.455 0.000
C 5.472 9.315 -32.583 0.000
C 1.662 10.418 -19.872 0.000
C -2.706 10.329 -23.668 0.000
C 0.816 13.766 -22.787 0.001
C -2.217 6.172 -25.247 0.000
C 2.309 11.387 -31.654 0.000
H -1.720 10.006 -25.327 0.000
H 3.426 4.865 -28.500 0.000
H 4.465 8.366 -30.899 0.000
H 6.923 15.180 -26.675 0.000
H 4.088 10.223 -28.582 0.000
H -1.842 8.271 -27.685 0.001
H 0.638 12.926 -28.195 0.000
H 6.909 8.972 -29.543 0.000
H 3.756 9.618 -26.132 0.002
H 3.830 14.265 -28.860 0.000
H 2.698 6.935 -19.979 0.000
H -0.004 14.058 -23.443 0.000
H -0.248 8.539 -19.151 0.000
H 5.322 12.940 -27.413 0.000
H 0.348 7.925 -26.785 0.003
H 5.996 11.060 -28.994 0.000
H 4.860 14.307 -26.353 0.000
H 3.366 5.072 -21.567 0.000
H 9.058 10.575 -29.238 0.000
H 8.586 10.522 -31.170 0.000
H -2.602 7.129 -24.893 0.000
H 5.271 4.831 -29.635 0.000
H 1.612 15.571 -23.718 0.000
H -3.161 8.264 -23.040 0.000
H 0.318 11.214 -31.576 0.000
H -1.991 6.342 -26.300 0.000
H 1.604 13.328 -30.968 0.000
H 2.586 15.038 -22.424 0.000
H -3.849 5.486 -25.652 0.000
H 1.141 10.860 -24.263 0.040
H 4.948 7.338 -32.266 0.000
H 2.474 10.778 -30.765 0.000
H -0.129 7.110 -29.413 0.001
H 4.727 9.279 -33.378 0.000
H 6.249 10.723 -31.415 0.000
H 1.171 15.494 -27.425 0.000
H 2.957 11.637 -21.100 0.000
H -1.775 8.158 -19.840 0.000
H 1.206 9.684 -20.535 0.000
H 2.676 13.267 -33.484 0.000
H 0.121 16.071 -25.944 0.000
H -0.509 9.933 -27.094 -0.001
H -0.173 6.550 -24.515 0.002
H -0.084 11.357 -19.446 0.000
H 4.072 16.408 -28.908 0.000
H -2.856 9.299 -21.698 0.000
H -0.827 9.093 -23.564 -0.002
H 0.845 13.277 -20.949 0.000
H -1.375 6.858 -17.532 0.000
H 3.909 6.853 -26.642 0.000
H 1.005 12.704 -22.947 0.001
H 3.876 7.065 -23.469 0.000
H 2.390 8.864 -27.052 0.003
H 3.498 8.175 -20.956 0.000
H 1.715 9.884 -18.923 0.000
H 6.238 6.897 -30.547 0.000
H 3.512 11.696 -27.656 0.000
H -0.458 12.858 -26.930 0.000
H 1.599 12.238 -26.203 0.000
H -1.218 4.122 -25.244 0.000
H 2.336 6.307 -22.132 0.000
H 8.444 12.270 -29.304 0.000
H -1.847 10.954 -23.423 0.000
H 3.369 13.222 -31.191 0.000
H 5.410 14.505 -29.355 0.000
H 5.163 7.300 -27.571 0.000
H -1.839 8.785 -29.381 0.000
H 3.606 10.026 -20.707 0.000
H 2.405 10.737 -28.535 0.000
H 1.003 8.370 -28.939 0.000
H 2.432 13.924 -24.873 0.000
H 6.460 9.200 -33.028 0.000
H 4.498 11.874 -19.517 0.000
H -1.379 5.727 -18.879 0.000
H -1.287 5.741 -23.415 0.001
H 0.947 6.012 -18.777 0.000
H 4.742 5.974 -19.598 0.000
H -3.627 10.887 -23.504 0.000
H 3.148 11.148 -32.308 0.000
H -0.450 7.852 -21.486 0.000
H 6.348 5.899 -26.839 0.000
H -0.236 15.162 -28.393 0.000
H 3.280 6.558 -29.110 0.000
H 7.014 11.034 -27.632 0.000
```

Molecular formula: C30H84N6O9
Method: DFT, wB97M-V/def2-TZVPD

Summary:
Charge: 0
Energy above the lowest of the compared OMol25 structures with the same formula, charge and spin: 1.110 eV
LUMO energy: 0.45 eV

```
129
Properties=species:S:1:pos:R:3:mulliken_charge:R:1
O -3.083 -3.285 -1.410 -0.062
O 1.683 4.488 3.406 -0.563
O 4.325 1.363 -3.185 -0.293
O -1.521 2.111 -3.776 0.033
O -5.073 -2.033 0.214 -0.690
O 1.265 -5.055 4.563 -0.329
O 0.959 0.043 -1.082 -0.031
O -0.131 -4.483 -0.060 -0.412
O -1.916 3.438 2.503 0.050
N 2.533 2.798 -1.600 -0.679
N -3.462 6.777 2.301 -0.751
N -0.923 -0.753 -2.927 -0.180
N -0.498 3.078 -7.200 -0.787
N 1.617 -2.081 4.962 -0.626
N 2.793 -2.379 -0.677 -0.293
C 3.894 2.271 0.386 -1.077
C -3.143 -4.690 -1.387 -0.810
C 4.426 1.202 -1.787 0.377
C -2.922 -1.649 1.369 -0.289
C 1.658 -3.286 -1.021 2.108
C -3.642 5.227 4.117 -1.509
C -3.302 -1.208 -3.482 -1.835
C 2.037 2.173 3.948 -0.467
C -0.291 1.233 0.685 -0.745
C -2.895 2.391 2.620 -0.827
C 0.870 3.169 -5.158 -1.113
C 4.656 0.209 -3.932 -0.719
C -1.904 2.908 -2.668 -0.769
C 1.535 -6.396 4.902 -0.773
C 1.104 -3.861 0.255 -0.055
C 2.374 -4.335 4.099 -1.011
C 2.957 -2.179 2.956 -1.254
C 1.105 3.360 4.169 0.368
C -0.901 -4.710 1.099 -0.298
C -1.948 -2.771 -2.059 -0.426
C -1.641 2.732 -5.061 -1.145
C -2.722 5.714 3.003 0.825
C -2.457 4.629 1.971 -1.094
C 1.980 -4.323 -2.087 -1.728
C -4.203 -1.051 0.804 -0.537
C -0.348 2.557 -5.809 0.831
C -2.202 -1.335 -2.432 1.422
C 3.908 2.457 -1.109 0.209
C 0.466 -0.017 0.247 2.247
C 1.916 -2.921 3.805 1.248
H 3.019 2.490 4.303 0.400
H 4.546 3.298 -1.393 0.524
H 3.906 -2.208 3.501 0.652
H 1.040 -2.981 0.898 -0.216
H -1.713 5.020 1.255 0.357
H -0.551 -1.406 -3.616 0.321
H -2.387 2.111 -5.578 0.319
H -0.187 1.471 -5.880 0.183
H 0.734 -6.754 5.545 0.271
H 0.875 -2.636 -1.428 -1.249
H 0.897 2.924 -4.098 -0.059
H 3.160 1.531 0.706 -0.227
H -3.121 -1.840 -4.361 0.372
H 2.101 2.018 2.869 -0.242
H 2.700 -4.757 3.135 0.287
H -4.845 -0.539 1.518 0.370
H -3.325 2.436 3.623 0.376
H -3.700 5.999 4.892 0.410
H -3.657 2.434 1.842 0.490
H -2.940 2.688 -2.370 0.275
H 2.474 -5.219 -1.690 0.369
H 4.526 -0.694 -3.328 0.278
H 0.999 -2.598 5.586 0.259
H -2.141 -1.615 0.605 -0.513
H -1.111 -2.781 -1.344 -0.336
H 2.681 2.862 -2.606 0.295
H 5.705 0.264 -4.255 0.283
H 0.169 2.062 0.136 -0.098
H -3.972 -0.341 -0.004 0.172
H -1.120 0.093 -3.461 -0.117
H 3.236 -2.835 2.119 0.290
H 2.052 1.896 -1.502 0.058
H 2.505 -6.509 5.394 0.314
H -0.334 -5.137 1.933 0.264
H 0.988 -3.022 3.235 -0.339
H 1.748 2.706 -5.617 0.403
H 4.053 0.202 -4.838 0.213
H -1.999 3.763 -5.045 0.470
H 0.256 -0.187 -1.729 -0.039
H 2.535 -1.271 2.549 -0.041
H 3.586 3.208 0.860 0.368
H 3.624 -2.902 -0.944 0.330
H -3.275 4.335 4.627 0.235
H 0.340 2.759 -7.688 0.300
H 1.123 4.580 2.630 0.319
H -4.261 -1.592 -3.104 0.387
H 3.843 0.319 -1.497 -0.526
H 1.155 3.762 5.177 0.273
H -1.349 1.244 0.423 0.096
H -1.400 -3.795 1.450 -0.176
H -1.703 -5.415 0.861 0.344
H -0.198 -0.895 0.317 -0.891
H 4.910 2.088 0.741 0.487
H 0.921 4.246 -5.311 0.359
H -2.503 -0.734 -1.568 -0.684
H -2.906 7.079 1.495 0.241
H -3.537 -0.197 -3.818 0.405
H -2.196 -5.129 -1.024 0.078
H -4.657 5.066 3.756 0.382
H -3.952 -5.020 -0.747 0.315
H -2.578 -1.047 2.210 0.550
H 1.524 -7.029 4.001 0.275
H 3.209 -4.351 4.812 0.493
H -3.193 -5.094 -2.409 0.319
H 2.687 -3.928 -2.823 0.495
H -1.830 3.980 -2.849 0.451
H -2.346 1.453 2.538 -0.125
H 1.077 -4.648 -2.602 0.303
H 2.721 -1.587 -1.307 -0.198
H -3.320 4.451 1.320 0.500
H 5.488 1.059 -1.528 0.456
H 1.758 1.238 4.432 0.272
H 2.455 -1.903 5.509 0.293
H -3.065 -2.699 1.618 0.459
H -1.212 2.492 -7.639 0.273
H -0.158 1.360 1.758 0.416
H -4.582 -2.527 -0.453 0.473
H 1.330 -0.199 0.888 -0.779
H -1.665 -3.343 -2.953 0.650
H 1.808 -4.628 0.603 0.339
H 0.108 3.190 3.771 -0.336
H -1.770 6.016 3.452 0.211
H -3.460 7.636 2.849 0.278
H -1.285 2.632 -1.813 -0.046
```